[1]
Entry from OMol25: a molecular structure, C36H43N2NbO5P2Te (wB97M-V/def2-TZVPD).

As for the expectation value of S²: 0.76. As for the strongest force on any atom: 5.88 eV/A. The total energy is -2890.06473 hartree. As for the gap between HOMO and LUMO (alpha / beta): 5.234 / 5.305 eV. For the highest occupied orbital energy (alpha / beta), the calculation gives -15.05 / -15.12 eV.

```
! RIJCOSX wB97M-V def2-TZVPD def2/J DEFGRID3
* xyz 3 2
Nb 0.47 2.92 -1.45
O -0.53 6.37 -4.03
C -0.18 5.24 -3.42
O 0.67 5.05 -2.50
C -0.93 4.08 -4.00
C -1.91 4.23 -4.99
C -2.83 3.16 -4.97
C -2.86 2.20 -3.94
C -1.81 2.07 -3.02
N -0.80 2.97 -3.22
C -1.70 0.98 -2.01
O -2.49 0.02 -2.07
O -0.65 1.13 -1.13
H 0.07 7.08 -3.71
H -2.21 5.17 -5.47
H -3.60 3.13 -5.75
H -3.81 1.68 -3.85
C -0.81 5.99 -0.03
P -0.86 4.16 0.51
C -2.66 3.70 0.47
C -0.42 4.31 2.23
C 0.71 3.30 2.52
P 1.73 3.05 0.98
C 2.41 1.29 1.34
C 3.05 4.30 1.26
H -1.48 6.70 0.49
H -1.06 6.02 -1.12
H 0.19 6.40 0.06
H -3.08 3.90 1.48
H -2.67 2.60 0.38
H -3.22 4.11 -0.37
H -1.27 4.05 2.83
H -0.13 5.36 2.49
H 0.26 2.35 2.75
H 1.40 3.60 3.31
H 2.48 1.03 2.43
H 3.46 1.34 0.94
H 1.92 0.50 0.77
H 3.68 4.03 2.11
H 2.59 5.31 1.36
H 3.68 4.38 0.36
C -2.63 -2.46 6.02
C -1.72 -2.77 4.88
C -0.46 -3.29 5.01
C 0.20 -3.87 3.95
C 1.62 -4.40 4.16
C -0.36 -3.79 2.62
Te 0.64 -4.86 0.99
N 2.04 2.22 -2.00
C 3.23 2.75 -2.33
O 3.70 3.87 -1.99
C 4.11 1.82 -3.14
C 5.38 2.27 -3.60
C 6.16 1.45 -4.47
C 5.64 0.18 -4.76
C 4.54 -0.34 -4.17
C 3.78 0.47 -3.36
C -1.05 -6.21 0.86
C -1.49 -6.76 2.09
C -2.39 -7.77 2.04
C -2.96 -8.19 0.85
C -2.73 -7.53 -0.34
C -1.67 -6.56 -0.35
C -1.19 -6.09 -1.69
C -1.58 -3.12 2.41
C -2.23 -2.96 1.06
C -2.18 -2.56 3.57
H -2.58 -3.29 6.77
H -3.71 -2.35 5.59
H -2.42 -1.50 6.55
H 0.04 -3.34 6.01
H 1.99 -3.99 5.14
H 2.25 -4.08 3.34
H 1.57 -5.51 4.07
H 5.76 3.22 -3.15
H 7.00 1.89 -5.00
H 6.17 -0.48 -5.47
H 4.21 -1.36 -4.34
H 2.85 0.10 -2.93
H -1.22 -6.32 3.08
H -2.70 -8.19 2.95
H -3.51 -9.12 0.84
H -3.30 -7.67 -1.28
H -2.03 -6.43 -2.35
H -0.23 -6.57 -1.90
H -1.02 -5.01 -1.79
H -1.52 -2.38 0.34
H -3.16 -2.40 1.12
H -2.44 -3.92 0.59
H -3.19 -2.05 3.51
*
```

Atomic partial charges in e from the Mulliken method, atoms 1 to 8: 0.109 -0.396 0.602 -0.437 0.562 -0.957 -0.236 -0.625

---

[2]
Entry from OMol25: 2 unconnected molecules or ions with the total composition C15H32IN2O10P3 (wB97M-V/def2-TZVPD).

The SMILES is COC[C@@]1(CCO)C(=O)N[C@](C[C@H](O)CN)(P(O)O)[C@]1(I)PP(=O)(O)O.C1CCOC1. As for the strongest force on any atom: 8.61 eV/A. The total energy is -2774.13980 hartree. As for the gap between HOMO and LUMO: 7.401 eV. For the highest occupied orbital energy, the calculation gives -8.05 eV.

```
! RIJCOSX wB97M-V def2-TZVPD def2/J DEFGRID3
* xyz 0 1
C 1.40 3.62 4.47
O 0.60 3.85 3.25
C -0.15 2.66 2.84
C 0.60 1.65 1.79
C 1.88 2.39 1.15
C 1.65 3.72 0.25
O 0.31 4.27 0.15
C 1.14 0.49 2.88
O 2.38 0.30 3.35
N -0.13 -0.33 3.16
C -1.22 -0.19 2.06
C -2.59 0.36 2.70
C -3.87 0.63 1.74
O -4.03 -0.23 0.56
C -4.11 2.25 1.36
N -5.11 2.27 0.23
P -1.68 -2.08 1.88
O -0.62 -3.07 2.85
O -1.73 -2.56 0.21
C -0.33 0.56 0.92
I -1.34 1.39 -0.88
P 1.08 -0.63 0.29
P 1.24 -0.55 -1.92
O 0.03 -1.25 -2.67
O 1.69 1.01 -2.54
O 2.64 -1.60 -2.27
H 0.72 3.42 5.42
H 2.12 2.68 4.40
H 2.12 4.54 4.73
H -1.13 3.06 2.28
H -0.54 2.17 3.83
H 2.62 1.71 0.50
H 2.58 2.72 2.06
H 2.34 4.59 0.70
H 2.05 3.59 -0.87
H 0.30 5.24 -0.12
H -0.55 -0.13 4.11
H -2.95 -0.49 3.47
H -2.50 1.32 3.40
H -4.83 0.39 2.41
H -4.82 -0.86 0.71
H -4.64 2.75 2.29
H -3.11 2.82 1.16
H -4.67 2.34 -0.72
H -5.79 3.04 0.41
H -0.76 -2.86 3.84
H -1.49 -3.55 0.17
H 0.80 -2.01 0.54
H 1.56 1.69 -1.83
H 3.44 -0.97 -2.19
C 1.94 -4.21 -6.31
C 2.01 -3.27 -5.14
C 1.83 -4.21 -3.97
O 2.38 -5.48 -4.36
C 2.63 -5.45 -5.77
H 2.42 -3.82 -7.22
H 0.89 -4.44 -6.55
H 3.00 -2.81 -5.09
H 1.26 -2.48 -5.17
H 0.77 -4.37 -3.74
H 2.33 -3.86 -3.06
H 3.72 -5.39 -5.92
H 2.27 -6.37 -6.23
*
```

Atomic partial charges in e from the Mulliken method, atoms 1 to 8: -0.514 -0.363 -0.259 1.456 -0.844 -0.643 -0.428 -0.367